No. 1
# I4Si

A single I4Si molecule at a distorted geometry (the ωB97M-V functional and the def2-TZVPD basis, the OMol25 dataset).

Each line ends with the Löwdin charge.
Geometry (Å):
I (0.126, 2.499, -0.596)  0.35
Si (0.236, 0.069, -0.120)  -0.98
I (-2.465, -0.766, 1.201)  -0.06
I (0.762, -1.074, -2.323)  0.31
I (1.340, -0.729, 1.839)  0.38

Calculated values
Max |F| (eV Å⁻¹): 2.208
Highest occupied orbital energy (eV): -9.028
E_tot (eV): -40282.7369
Energy relative to the best compared isomer or geometry (same formula, charge and spin) (eV): 1.538
Net charge: 0
2S+1: 1
HOMO-LUMO gap (eV): 6.6

No. 2
# C18H33N2O6P

A 2-piece molecular cluster, C18H33N2O6P overall at a distorted geometry (the ωB97M-V functional and the def2-TZVPD basis, the OMol25 dataset).

Each line ends with the Löwdin charge.
Geometry (Å):
C (1.117, -5.128, -0.653)  -0.06
C (0.399, -3.803, -0.712)  -0.32
C (0.050, -3.257, -2.075)  -0.07
C (0.060, -3.075, 0.418)  -0.06
C (0.241, -3.509, 1.855)  -0.19
C (1.289, -2.650, 2.576)  -0.17
C (0.890, -1.192, 2.705)  -0.26
C (-0.414, -0.868, 3.399)  -0.04
C (1.773, -0.224, 2.249)  -0.03
C (1.599, 1.269, 2.307)  -0.24
O (2.714, 1.761, 3.048)  -0.16
P (2.838, 3.369, 2.963)  0.30
O (3.484, 3.780, 1.708)  -0.26
O (1.431, 4.083, 2.997)  -0.07
O (3.725, 3.870, 4.162)  -0.07
H (0.393, -5.947, -0.622)  0.09
H (1.767, -5.197, 0.223)  0.07
H (1.746, -5.255, -1.538)  0.08
H (0.956, -3.140, -2.677)  0.07
H (-0.625, -3.946, -2.592)  0.09
H (-0.443, -2.283, -2.005)  0.06
H (-0.439, -2.126, 0.274)  0.07
H (0.542, -4.557, 1.914)  0.10
H (-0.721, -3.434, 2.371)  0.11
H (1.439, -3.054, 3.582)  0.12
H (2.243, -2.742, 2.046)  0.11
H (-0.589, -1.583, 4.208)  0.09
H (-1.243, -0.939, 2.690)  0.07
H (-0.416, 0.128, 3.845)  0.07
H (2.704, -0.559, 1.802)  0.11
H (0.657, 1.565, 2.776)  0.11
H (1.597, 1.666, 1.284)  0.12
H (1.700, 4.998, 2.857)  0.10
H (4.565, 3.448, 3.948)  0.09
C (0.890, -0.054, -4.311)  -0.05
N (0.392, 0.587, -3.094)  0.03
C (-0.906, 0.774, -2.826)  -0.48
O (-1.794, 0.401, -3.586)  0.06
C (-1.240, 1.446, -1.485)  -0.20
C (-1.363, 0.394, -0.377)  -0.13
C (-2.428, 0.959, 0.559)  -0.15
C (-3.369, 1.654, -0.420)  -0.13
N (-2.508, 2.183, -1.467)  0.00
C (-2.819, 3.283, -2.181)  -0.49
C (-1.826, 3.819, -3.200)  0.02
O (-3.870, 3.894, -2.025)  0.04
H (1.971, 0.074, -4.388)  0.09
H (0.412, 0.392, -5.186)  0.09
H (0.652, -1.119, -4.293)  0.07
H (1.067, 0.910, -2.420)  0.14
H (-0.441, 2.139, -1.219)  0.14
H (-0.414, 0.240, 0.137)  0.10
H (-1.731, -0.542, -0.799)  0.11
H (-2.935, 0.172, 1.118)  0.11
H (-1.983, 1.692, 1.233)  0.11
H (-3.926, 2.444, 0.086)  0.13
H (-4.060, 0.929, -0.852)  0.13
H (-1.776, 3.135, -4.044)  0.08
H (-0.847, 3.937, -2.744)  0.08
H (-2.175, 4.789, -3.551)  0.09

Calculated values
Max |F| (eV Å⁻¹): 3.485
Highest occupied orbital energy (eV): -8.950
E_tot (eV): -43758.2696
Net charge: 0
2S+1: 1
HOMO-LUMO gap (eV): 9.2

No. 3
# C3H5NOS

A single C3H5NOS molecule at a distorted geometry (the ωB97M-V functional and the def2-TZVPD basis, the OMol25 dataset).

Each line ends with the Löwdin charge.
Geometry (Å):
N (-0.892, 2.309, 0.561)  0.16
C (-0.872, 1.202, 0.258)  -0.31
C (-0.922, -0.077, -0.402)  -0.25
C (-0.029, -1.116, 0.376)  -0.38
S (1.661, -0.278, 0.875)  0.81
O (1.830, 0.530, -0.600)  -0.49
H (-1.985, -0.511, -0.570)  0.15
H (-0.741, 0.163, -1.403)  0.09
H (-0.535, -1.342, 1.341)  0.07
H (0.037, -2.116, -0.165)  0.09
H (2.448, 1.235, -0.272)  0.05

Calculated values
Max |F| (eV Å⁻¹): 3.041
Highest occupied orbital energy (eV): -8.827
E_tot (eV): -17562.9268
Energy relative to the best compared isomer or geometry (same formula, charge and spin) (eV): 2.341
Net charge: 0
2S+1: 1
HOMO-LUMO gap (eV): 9.2

No. 4
# C4H12

A 2-piece molecular cluster, C4H12 overall at a distorted geometry (the ωB97M-V functional and the def2-TZVPD basis, the OMol25 dataset).

Each line ends with the Löwdin charge.
Geometry (Å):
C (-0.538, -0.951, 2.201)  -0.23
C (0.730, -0.297, 2.354)  -0.20
H (-0.447, -1.805, 1.586)  0.04
H (-1.147, -1.308, 2.975)  0.05
H (-1.156, -0.385, 1.332)  0.11
H (0.794, 0.025, 3.393)  0.07
H (0.755, 0.556, 1.628)  0.08
H (1.473, -1.118, 2.235)  0.08
C (0.703, 0.679, -2.267)  -0.16
C (-0.882, 0.649, -2.135)  -0.14
H (1.316, 1.447, -1.912)  0.03
H (1.200, -0.154, -1.755)  0.05
H (1.118, 0.499, -3.277)  0.06
H (-1.366, -0.298, -2.478)  0.07
H (-1.128, 1.012, -1.145)  0.03
H (-1.424, 1.448, -2.734)  0.07

Calculated values
Max |F| (eV Å⁻¹): 6.295
Highest occupied orbital energy (eV): -10.859
E_tot (eV): -4340.9601
Energy relative to the best compared isomer or geometry (same formula, charge and spin) (eV): 1.568
Net charge: 0
2S+1: 1
HOMO-LUMO gap (eV): 11.9

No. 5
# C7H15N3

A 2-piece molecular cluster, C7H15N3 overall at a distorted geometry (the ωB97M-V functional and the def2-TZVPD basis, the OMol25 dataset).

Each line ends with the Löwdin charge.
Geometry (Å):
C (0.393, 2.579, 1.608)  -0.10
C (0.289, 1.541, 0.649)  -0.48
N (-0.278, 1.993, -0.581)  0.09
C (0.634, 0.287, 0.857)  -0.06
C (0.728, -0.812, -0.248)  -0.40
C (0.292, -2.233, 0.203)  -0.08
C (2.223, -0.808, -0.748)  -0.08
H (1.088, 3.394, 1.296)  0.09
H (0.835, 2.120, 2.587)  0.11
H (-0.633, 2.980, 2.003)  0.12
H (-0.265, 1.247, -1.255)  0.05
H (0.085, 2.884, -0.868)  0.08
H (0.783, -0.152, 1.871)  0.13
H (0.014, -0.483, -1.108)  0.11
H (0.889, -2.504, 0.968)  0.02
H (-0.717, -2.161, 0.690)  0.07
H (0.411, -2.873, -0.674)  0.08
H (2.490, 0.117, -1.252)  0.06
H (2.623, -1.770, -1.326)  0.11
H (2.822, -0.970, 0.108)  0.04
C (-2.692, -0.450, -0.582)  -0.21
N (-3.071, -1.505, -0.064)  0.10
N (-2.813, -1.460, -1.541)  -0.02
H (-2.416, 0.568, -0.623)  0.09
H (-3.715, -1.529, -1.970)  0.05

Calculated values
Max |F| (eV Å⁻¹): 5.295
Highest occupied orbital energy (eV): -8.384
E_tot (eV): -11967.6902
Energy relative to the best compared isomer or geometry (same formula, charge and spin) (eV): 4.411
Net charge: 0
2S+1: 1
HOMO-LUMO gap (eV): 9.3